Molecular formula: C3H5N3S2
Method: DFT, ωB97M-V/def2-TZVPD

Each line ends with the Löwdin charge.
Geometry (Å):
1 N 0.90874 3.04295 -0.88999  0.062
2 C 0.40632 1.76279 -0.44704  -0.443
3 C -0.37807 1.45954 0.69674  -0.059
4 C -0.45148 0.04308 0.67645  -0.725
5 S -1.37761 -1.15419 1.61301  0.679
6 N 0.40028 -0.31405 -0.33387  -0.557
7 S 0.60318 -1.95602 -0.94126  0.784
8 N 0.85128 0.69350 -1.13345  0.054
9 H 1.22196 2.84086 -1.82713  0.058
10 H -0.07985 3.50485 -1.05135  0.127
11 H -0.62457 2.18782 1.58613  0.143
12 H -2.56833 -0.17315 1.97779  0.012
13 H 1.85909 -2.14634 -0.48917  -0.135

Output
E_tot = -1077.87331 hartree
SMILES = Nc1cc(S)n(S)n1
Kohn-Sham gap = 8.8 eV
energy above the lowest of the compared OMol25 structures with the same formula, charge and spin = 219.9 kJ/mol
F_max = 4.41 eV/Å



Molecular formula: C27H41BrNNaO4PS4Sb2
Method: DFT, ωB97M-V/def2-TZVPD

Each line ends with the Löwdin charge.
Geometry (Å):
1 Na -0.43640 -0.29310 0.98430  -0.187
2 C -2.22070 -3.17720 -4.09290  -0.042
3 C -1.90580 -3.28730 -2.63560  -0.248
4 C -2.60420 -4.13650 -1.78420  -0.017
5 C -2.26700 -4.17660 -0.44250  -0.102
6 C -1.23980 -3.35420 -0.02000  -0.782
7 Br -0.67860 -3.42570 1.78120  0.811
8 N -0.55430 -2.54640 -0.79800  0.036
9 C -0.89710 -2.51730 -2.07650  -0.126
10 H -2.81050 -4.02550 -4.43150  0.074
11 H -1.30540 -3.11950 -4.67660  0.079
12 H -2.79200 -2.26680 -4.27450  0.088
13 H -3.39710 -4.76330 -2.16400  0.115
14 H -2.78170 -4.82180 0.25180  0.101
15 H -0.31510 -1.85380 -2.69890  0.050
16 O -6.03390 3.32560 2.46910  -0.111
17 C -5.06270 2.74830 2.04710  -1.087
18 S -5.10090 1.14900 1.32580  0.910
19 C -3.36890 0.98940 0.95430  -1.222
20 C -2.59780 2.04650 1.28370  -1.205
21 S -0.91820 2.24900 1.00260  0.429
22 S -3.43660 3.40370 2.06220  0.911
23 S -2.87180 -0.47290 0.22430  0.457
24 C 3.80320 -0.55250 -2.52460  -0.343
25 Sb 1.73450 -0.00510 -2.01370  1.282
26 C 2.34340 2.03450 -1.74290  -0.326
27 C 1.17370 0.02500 -4.18330  -0.316
28 C 1.24210 1.36030 -4.80650  -0.311
29 C 2.43870 1.78100 -5.38080  -0.077
30 C 2.58140 3.03810 -5.94020  -0.112
31 C 1.51100 3.91500 -5.90960  -0.107
32 C 0.31130 3.50700 -5.36270  -0.070
33 C 0.13470 2.23110 -4.82380  -0.311
34 C -1.17700 1.85970 -4.29800  -0.335
35 Sb -1.23040 1.86230 -2.05480  1.258
36 C -0.61320 3.93910 -2.07730  -0.322
37 C -3.33650 2.37570 -2.08210  -0.299
38 H 3.84990 -1.59110 -2.84120  -0.010
39 H 4.45880 -0.42780 -1.66790  -0.025
40 H 4.15780 0.08430 -3.32930  -0.015
41 H 2.33050 2.56490 -2.69090  0.001
42 H 3.34590 2.05970 -1.32720  -0.001
43 H 1.65520 2.50260 -1.04940  -0.029
44 H 0.16400 -0.37710 -4.23570  0.016
45 H 1.86000 -0.67110 -4.66690  0.057
46 H 3.27780 1.09600 -5.40160  0.100
47 H 3.51810 3.33180 -6.39390  0.090
48 H 1.60350 4.91040 -6.32280  0.093
49 H -0.52940 4.18850 -5.35810  0.109
50 H -1.46890 0.85060 -4.58350  0.043
51 H -1.93540 2.55440 -4.65290  0.049
52 H -1.38880 4.54840 -2.53620  0.005
53 H 0.30130 4.03440 -2.65550  -0.019
54 H -0.43760 4.27630 -1.06180  -0.029
55 H -3.60040 2.94040 -2.97330  -0.002
56 H -3.54270 2.97510 -1.20230  -0.004
57 H -3.93560 1.46970 -2.02630  -0.009
58 C 4.65470 1.52190 4.05550  -0.069
59 C 3.93540 1.50390 2.71650  -0.308
60 O 3.53120 0.17430 2.42530  -0.309
61 P 2.15520 -0.01900 1.53870  0.832
62 O 2.26960 -1.62490 1.37840  -0.341
63 C 3.34390 -2.22210 0.67790  -0.313
64 C 4.19750 -3.03230 1.64090  -0.061
65 O 0.99290 -0.04310 2.65380  -0.374
66 C 1.17300 -0.71110 3.91030  -0.266
67 C 0.83610 0.25400 5.03040  -0.052
68 H 5.03220 2.52080 4.25130  0.075
69 H 5.48530 0.82150 4.03560  0.075
70 H 3.97780 1.23120 4.85480  0.064
71 H 4.60660 1.85100 1.92280  0.115
72 H 3.06140 2.16160 2.74020  0.113
73 H 3.94900 -1.44970 0.20010  0.082
74 H 2.91030 -2.85910 -0.09890  0.120
75 H 4.62230 -2.36670 2.38750  0.068
76 H 4.99670 -3.52710 1.09650  0.073
77 H 3.58000 -3.77400 2.14090  0.077
78 H 2.20280 -1.06660 3.99810  0.110
79 H 0.50180 -1.57240 3.93750  0.094
80 H 1.50430 1.11280 4.99540  0.068
81 H 0.93660 -0.24640 5.99090  0.078
82 H -0.18230 0.61340 4.90710  0.087

Output
E_tot = -6560.20413 hartree
Kohn-Sham gap = 4.7 eV
energy above the lowest of the compared OMol25 structures with the same formula, charge and spin = 48.7 kJ/mol
charge = -1
F_max = 1.16 eV/Å



Molecular formula: C24H31AsCoF3N3O2
Method: DFT, ωB97M-V/def2-TZVPD

Each line ends with the Löwdin charge.
Geometry (Å):
1 Co -0.37524 0.64835 1.33623  0.514
2 O 0.36026 3.21081 7.47446  -0.028
3 C 0.42465 1.81570 7.34276  -0.182
4 C 0.26585 1.48338 5.89248  -0.106
5 C 0.35026 0.16669 5.43382  0.049
6 C 0.19399 -0.09046 4.09265  -0.065
7 N -0.04745 0.89052 3.20147  -0.007
8 C -0.12709 2.16480 3.63477  -0.165
9 C 0.02417 2.49274 4.95847  0.106
10 C -0.37675 3.11558 2.54059  -0.146
11 C -0.54610 4.46906 2.67989  0.106
12 C -0.75164 5.26074 1.54822  -0.105
13 C -0.94060 6.73912 1.69983  -0.180
14 O -0.29114 7.11797 2.88817  -0.027
15 C -0.78457 4.63673 0.30016  0.055
16 C -0.61988 3.27316 0.22572  -0.060
17 N -0.41621 2.52403 1.32278  0.013
18 H 0.41690 3.46467 8.40267  0.125
19 H -0.37057 1.30143 7.89596  0.156
20 H 1.37786 1.40182 7.69150  0.153
21 H 0.53446 -0.65496 6.11435  0.148
22 H 0.24848 -1.10210 3.71221  0.110
23 H -0.03966 3.51603 5.30007  0.137
24 H -0.50294 4.94235 3.65111  0.142
25 H -2.02183 6.92547 1.74455  0.158
26 H -0.55880 7.25377 0.81454  0.145
27 H -0.39486 8.06446 3.04082  0.124
28 H -0.94141 5.20367 -0.60835  0.146
29 H -0.67021 2.75663 -0.72204  0.106
30 C 1.74900 -2.35429 1.71362  -0.132
31 C 2.03469 -1.57677 0.43370  -0.346
32 As 1.78050 0.34227 0.55783  1.332
33 C 1.98903 1.10200 -1.21721  -0.359
34 C 3.43514 1.50645 -1.51333  -0.115
35 C 3.01721 1.13907 1.82395  -0.347
36 C 4.41207 0.51478 1.73211  -0.111
37 H 2.07542 -3.38609 1.58939  0.102
38 H 0.67863 -2.39012 1.93354  0.060
39 H 2.27991 -1.94649 2.57440  0.074
40 H 1.42308 -1.91179 -0.40430  0.085
41 H 3.08064 -1.68293 0.13344  0.097
42 H 1.31800 1.95530 -1.29731  0.052
43 H 1.64859 0.32979 -1.90814  0.082
44 H 3.79610 2.27805 -0.83501  0.082
45 H 3.47719 1.91026 -2.52460  0.101
46 H 4.11235 0.65472 -1.47698  0.083
47 H 2.58485 1.00161 2.81368  0.061
48 H 3.02433 2.20769 1.60371  0.088
49 H 4.41354 -0.52634 2.05235  0.080
50 H 5.07884 1.06370 2.39735  0.102
51 H 4.83353 0.57200 0.73136  0.068
52 F -5.21387 -2.56228 -2.06757  0.190
53 C -4.38519 -1.75832 -2.71903  -0.605
54 F -5.07143 -0.74225 -3.23696  0.194
55 F -3.79987 -2.43235 -3.70551  0.195
56 C -3.31251 -1.20787 -1.78470  -0.028
57 C -2.34644 -0.35093 -2.30068  0.070
58 C -1.38668 0.14799 -1.45517  -0.077
59 N -1.35773 -0.16383 -0.14238  -0.041
60 C -2.29638 -1.00128 0.34858  -0.062
61 C -3.28689 -1.54448 -0.44129  0.070
62 H -2.34470 -0.07938 -3.34873  0.155
63 H -0.61204 0.80482 -1.82210  0.097
64 H -2.25035 -1.24328 1.40756  0.132
65 H -4.02040 -2.21467 -0.01424  0.149

Output
E_tot = -5165.05753 hartree
Kohn-Sham gap (spin up / spin down) = 6.8 / 6.6 eV
energy above the lowest of the compared OMol25 structures with the same formula, charge and spin = 17.1 kJ/mol
charge = +3
F_max = 0.90 eV/Å



Molecular formula: C2H10O4
Method: DFT, ωB97M-V/def2-TZVPD

Each line ends with the Löwdin charge.
Geometry (Å):
1 C 0.07918 -2.81822 1.02399  -0.028
2 C -0.90520 -1.89848 0.96035  -0.264
3 O -0.64566 -0.58333 0.67619  -0.034
4 H -0.19231 -3.88696 0.79261  0.063
5 H 1.10620 -2.61356 1.33301  0.060
6 H -1.94988 -2.04112 1.15797  0.103
7 H 0.24402 -0.61171 0.28901  0.049
8 O -0.51762 3.99721 0.49710  -0.060
9 H -0.15883 4.86876 0.69936  0.046
10 H -0.67401 4.08564 -0.45304  0.042
11 O 1.26447 -1.12470 -1.50433  -0.066
12 H 1.22075 -2.08788 -1.57536  0.044
13 H 0.35824 -0.89649 -1.76552  0.045
14 O 0.11614 1.72314 -1.01115  -0.056
15 H 1.05279 1.86427 -0.86474  0.045
16 H -0.39830 2.02343 -0.25543  0.012

Output
E_tot = -383.10730 hartree
SMILES = C=CO.O.O.O
Kohn-Sham gap = 9.4 eV
energy above the lowest of the compared OMol25 structures with the same formula, charge and spin = 126.6 kJ/mol
F_max = 1.88 eV/Å



Molecular formula: C24H26N2O8
Method: DFT, ωB97M-V/def2-TZVPD

Each line ends with the Löwdin charge.
Geometry (Å):
1 C 2.88425 2.54695 -3.49056  -0.071
2 O 3.03124 1.34533 -2.76934  -0.063
3 C 2.18105 1.11161 -1.73700  -0.186
4 C 1.19890 1.97552 -1.29961  0.060
5 C 0.38422 1.63764 -0.21329  -0.129
6 C -0.64036 2.61357 0.19455  -0.424
7 O -0.81674 3.68803 -0.32306  0.124
8 O -1.38899 2.16176 1.23080  -0.025
9 C -2.44372 2.99203 1.68696  -0.053
10 C -3.82839 2.36840 1.48143  -0.426
11 O -4.82738 2.95738 1.82078  0.086
12 N -3.77685 1.13952 0.90925  0.149
13 C -4.81897 0.28574 0.55572  -0.204
14 C -4.48663 -0.94212 -0.01949  -0.008
15 C -5.47777 -1.82089 -0.39125  -0.008
16 C -6.82617 -1.50504 -0.20525  -0.164
17 C -7.83599 -2.50161 -0.63684  -0.410
18 C -9.28838 -2.12726 -0.46657  -0.019
19 O -7.50784 -3.56913 -1.10768  0.079
20 C -7.14745 -0.27666 0.37137  -0.015
21 C -6.15995 0.61039 0.74971  0.006
22 C 0.56241 0.42275 0.43319  -0.005
23 C 1.54372 -0.45412 0.00233  0.020
24 C 2.35390 -0.12950 -1.07486  -0.171
25 O 3.34097 -0.91220 -1.58040  -0.038
26 C 3.63345 -2.13821 -0.94753  -0.076
27 C 4.11857 -2.03010 0.50546  -0.450
28 O 3.65899 -2.77375 1.35367  0.056
29 N 5.03951 -1.09109 0.78522  -0.037
30 C 5.77882 -0.26809 -0.14766  -0.105
31 C 7.27003 -0.61915 -0.04191  -0.182
32 O 7.74317 -0.46308 1.27392  -0.128
33 C 7.02917 -1.28395 2.17143  -0.179
34 C 5.53392 -0.95846 2.14438  -0.101
35 H 3.64052 2.51240 -4.27272  0.096
36 H 3.05810 3.42031 -2.85454  0.099
37 H 1.89273 2.62190 -3.94676  0.100
38 H 1.02971 2.93015 -1.77057  0.118
39 H -2.41405 3.95223 1.15739  0.137
40 H -2.30225 3.17531 2.75636  0.147
41 H -2.84556 0.78793 0.71560  0.139
42 H -3.44707 -1.19759 -0.17194  0.113
43 H -5.23329 -2.77353 -0.83674  0.119
44 H -9.50933 -1.21949 -1.02350  0.087
45 H -9.91168 -2.93751 -0.83611  0.083
46 H -9.50955 -1.95528 0.58449  0.087
47 H -8.17645 0.00192 0.53332  0.109
48 H -6.41644 1.55696 1.19517  0.102
49 H -0.05173 0.16189 1.27982  0.119
50 H 1.67254 -1.38902 0.52234  0.112
51 H 2.76153 -2.80382 -0.94610  0.142
52 H 4.41682 -2.59736 -1.55876  0.144
53 H 5.43050 -0.40737 -1.16778  0.124
54 H 5.63793 0.78230 0.13355  0.140
55 H 7.86443 0.05220 -0.66322  0.129
56 H 7.42427 -1.65749 -0.37598  0.131
57 H 7.44760 -1.09296 3.16028  0.129
58 H 7.17620 -2.34324 1.91133  0.132
59 H 4.97535 -1.64567 2.78022  0.126
60 H 5.37450 0.07258 2.47696  0.136

Output
E_tot = -1641.61133 hartree
SMILES = COc1cc(C(=O)OCC(=O)Nc2ccc(C(C)=O)cc2)ccc1OCC(=O)N1CCOCC1
Kohn-Sham gap = 9.1 eV
energy above the lowest of the compared OMol25 structures with the same formula, charge and spin = 60.8 kJ/mol
F_max = 0.73 eV/Å